Formula: C33H65NO13S5
Source: OMol25
Level of theory: ωB97M-V with the def2-TZVPD basis set

The HOMO-LUMO gap comes out at 9.838 eV. Its calculated total energy is -117557.296 eV. The calculation puts the HOMO energy at -9.30 eV. Its structure (SMILES) is COCCCC[C@@H]1OC(=O)C[C@@H]1CCCCN.O=S1(=O)CCCC1.O=S1(=O)CCCC1.O=S1(=O)CCCC1.O=S1(=O)CCCC1.O=S1(=O)CCCC1. As for the LUMO energy: 0.5 eV. The calculation puts the strongest force on any atom at 1.53 eV/A. As for the multiplicity: 1.

```
117
Properties=species:S:1:pos:R:3:lowdin_charge:R:1
S -0.966 -8.123 2.231 0.6726
S 1.854 -3.906 -0.197 0.6592
S 1.352 3.817 6.601 0.6639
S -2.800 10.529 -1.596 0.6584
S 3.157 -6.898 -5.124 0.6651
O -2.104 11.791 -1.607 -0.3311
O -1.335 4.785 -1.925 0.1011
O 2.666 3.445 6.146 -0.3200
O -0.601 3.347 -0.356 0.0345
O 2.729 -2.768 -0.349 -0.3299
O 0.167 3.255 6.000 -0.3291
O -0.063 5.911 3.071 -0.1958
O -0.281 -7.890 0.982 -0.3273
O -4.052 10.386 -0.897 -0.3255
O 0.592 -3.770 0.499 -0.3409
O 4.098 -7.566 -4.262 -0.3173
O -0.619 -9.245 3.063 -0.3191
O 2.361 -5.795 -4.647 -0.3167
N 1.559 -0.751 -4.709 -0.0054
C -2.190 2.451 -1.850 -0.0264
C 1.143 5.007 8.976 -0.2131
C 2.063 -8.101 -5.871 -0.2268
C -0.421 -1.018 -1.400 -0.1872
C -1.282 1.366 -1.270 -0.2716
C -1.660 -0.103 -1.318 -0.1353
C 1.237 3.595 8.381 -0.2181
C 1.042 5.467 2.314 -0.0948
C -1.988 8.072 -2.026 -0.2242
C 2.278 -6.481 -0.271 -0.2088
C 1.203 5.600 6.605 -0.2192
C 0.061 -1.289 -2.829 -0.1955
C 1.044 -0.281 -3.391 -0.2714
C 3.968 -6.391 -6.646 -0.2148
C 0.489 5.909 7.917 -0.2150
C -0.916 -6.611 3.186 -0.2224
C -2.082 2.130 1.088 -0.1217
C -2.738 -8.108 1.923 -0.2179
C -1.750 4.197 2.576 -0.1593
C -0.800 4.831 3.616 -0.2400
C -0.949 2.002 0.080 -0.2444
C -3.287 -6.886 2.671 -0.2123
C -3.014 9.940 -3.283 -0.2229
C 2.751 -5.270 0.527 -0.2255
C -2.114 8.704 -3.418 -0.2120
C 1.953 -7.653 -7.325 -0.2195
C -1.574 2.686 2.435 -0.1758
C 2.265 -6.038 -1.741 -0.2239
C -1.372 3.673 -1.434 -0.4345
C 1.565 -4.675 -1.794 -0.2250
C -1.693 9.225 -1.071 -0.2287
C -2.158 -5.847 2.742 -0.2152
C 3.375 -7.269 -7.756 -0.2120
H 1.269 -6.752 0.045 0.0758
H -0.514 2.438 2.522 0.1111
H -1.989 -5.407 1.757 0.1176
H 1.538 -8.441 -7.952 0.1150
H -2.393 -5.039 3.432 0.1169
H -0.803 -1.368 -3.489 0.1116
H 0.342 3.010 8.579 0.1028
H 1.965 -4.034 -2.574 0.0877
H -0.099 1.492 0.528 0.1586
H 2.929 -7.339 -0.110 0.1224
H -2.828 2.831 0.717 0.1158
H -1.126 9.005 -3.773 0.1157
H 0.568 0.689 -3.544 0.0970
H 0.359 -0.585 -0.772 0.1136
H 2.117 3.054 8.719 0.1014
H 0.488 -4.778 -1.917 0.1101
H -2.233 -0.379 -0.430 0.1083
H -1.208 7.316 -1.992 0.0975
H 3.814 -5.077 0.386 0.1074
H -0.362 1.521 -1.837 0.1311
H -0.573 5.669 7.828 0.1196
H -2.879 -8.023 0.848 0.1030
H 3.285 -5.943 -2.110 0.1055
H 3.743 -5.337 -6.796 0.1054
H -2.310 -0.287 -2.174 0.1150
H -2.058 2.179 3.269 0.1149
H 0.574 6.963 8.175 0.1157
H -2.522 8.002 -4.143 0.1129
H 0.578 5.001 9.906 0.1124
H -3.176 2.541 -1.402 0.1270
H -2.268 2.368 -2.930 0.1300
H 3.977 -8.172 -7.873 0.1167
H -4.067 9.693 -3.408 0.1015
H 1.295 -6.784 -7.397 0.1198
H 1.884 5.197 2.959 0.0887
H 1.117 -8.101 -5.336 0.1084
H 1.353 6.282 1.665 0.0894
H 2.544 -9.075 -5.787 0.1090
H 3.380 -6.746 -8.711 0.1138
H 0.659 5.916 5.716 0.0928
H 5.039 -6.529 -6.529 0.1028
H 1.874 -0.116 -2.707 0.1162
H 0.794 4.611 1.684 0.0784
H -2.580 1.171 1.230 0.1171
H -0.697 -1.968 -0.947 0.0911
H -2.785 4.401 2.854 0.1126
H 1.753 -6.755 -2.372 0.1009
H -0.149 4.064 4.026 0.0793
H -1.886 8.994 -0.027 0.1077
H -4.170 -6.490 2.173 0.1127
H -0.968 -6.889 4.238 0.1083
H -3.157 -9.046 2.278 0.1009
H 2.518 -5.321 1.588 0.1014
H 2.569 -0.694 -4.694 0.0553
H -0.675 9.595 -1.192 0.1069
H -1.416 5.246 4.411 0.1197
H -2.739 10.740 -3.965 0.0990
H 1.290 -0.082 -5.418 0.0526
H -3.582 -7.175 3.682 0.1158
H 2.144 5.379 9.202 0.1160
H -2.928 7.591 -1.749 0.1209
H -1.574 4.713 1.635 0.1095
H 0.567 -2.252 -2.838 0.0811
H 2.212 6.010 6.593 0.1117
H 0.016 -6.089 2.979 0.1016
```

Formula: C16H32AlBCl3N4O12Pb
Source: OMol25
Level of theory: ωB97M-V with the def2-TZVPD basis set

The HOMO-LUMO gap comes out at 1.096 eV. Its calculated total energy is -97676.062 eV. The total charge is +1. The calculation puts the HOMO energy at -10.57 eV. As for the LUMO energy: -9.5 eV. The calculation puts the strongest force on any atom at 7.41 eV/A. As for the multiplicity: 1.

```
70
Properties=species:S:1:pos:R:3:lowdin_charge:R:1
Pb -2.978 0.887 1.115 1.4526
Cl -0.179 2.130 8.259 0.6611
Cl 4.822 -4.370 -4.372 0.6901
Cl 7.999 3.323 0.610 0.6508
Al 5.895 -2.959 2.472 0.9951
O 7.016 2.789 1.459 -0.2147
O 5.369 -3.144 -3.839 -0.2634
O -0.354 2.388 6.843 -0.2907
O 1.168 1.765 8.485 -0.2826
O 5.949 -5.118 -4.915 -0.2680
O 8.557 2.047 0.146 -0.1979
O -1.114 1.183 8.743 -0.2661
O 8.947 4.229 1.170 -0.2492
O 4.036 -4.957 -3.287 -0.2547
O -0.465 3.385 9.020 -0.2432
O 3.822 -4.148 -5.382 -0.2484
O 7.435 3.866 -0.554 -0.2224
N -3.054 7.198 0.380 0.1189
N 0.462 -6.494 5.720 0.1150
N -0.352 3.498 -3.968 0.1324
N -3.490 -4.198 -2.750 0.1149
C 2.100 4.314 -4.213 -0.1918
C 2.320 5.052 -5.514 -0.2642
C -5.066 8.776 -0.354 -0.2145
C -4.166 -5.640 -4.836 -0.2078
C -0.233 -6.865 6.615 -0.2185
C 0.711 3.841 -4.095 -0.2535
C 1.272 6.131 -5.856 -0.0976
C -2.736 -7.481 -3.803 -0.1133
C 0.961 -9.045 8.511 -0.1106
C -3.876 -4.804 -3.714 -0.2520
C -4.879 9.352 -1.708 -0.3021
C -3.161 -6.771 -5.087 -0.2312
C -3.577 10.092 -1.895 -0.0914
C -0.508 -8.795 8.230 -0.2580
C -0.875 -7.360 7.828 -0.2003
C -3.950 7.869 0.032 -0.2163
B 1.542 0.196 0.926 -0.2625
H 1.509 -0.352 1.855 -0.0553
H -2.749 9.422 -1.660 0.0711
H -5.205 9.540 0.411 0.1259
H 2.762 3.483 -3.969 0.1193
H -2.311 -6.331 -5.610 0.1145
H -4.096 -4.955 -5.681 0.1217
H 2.528 0.081 0.503 -0.0303
H -3.581 -7.757 -3.172 0.0778
H -0.879 -9.523 7.508 0.1085
H 2.321 4.944 -3.352 0.1205
H 1.196 1.203 1.103 -0.0676
H -5.698 10.060 -1.831 0.1139
H 3.298 5.525 -5.434 0.1060
H -1.946 -7.185 7.724 0.1157
H 1.104 -9.780 9.303 0.0707
H 1.125 6.830 -5.033 0.0757
H -3.521 10.945 -1.218 0.0838
H -5.217 -5.832 -4.619 0.1264
H -5.956 8.149 -0.407 0.1160
H 1.536 -9.439 7.672 0.0752
H -5.160 8.540 -2.379 0.1162
H -2.119 -6.803 -3.214 0.0676
H -2.202 -8.413 -3.989 0.0738
H 0.376 5.571 -6.123 0.0708
H 1.529 -8.222 8.944 0.0751
H -3.655 10.474 -2.912 0.0799
H 0.859 -0.143 0.163 -0.0377
H -0.497 -6.732 8.635 0.1204
H -1.159 -9.107 9.047 0.1070
H 1.651 6.805 -6.625 0.0730
H 2.421 4.367 -6.356 0.1112
H -3.636 -7.529 -5.710 0.1090
```